{"formula": "ArH20O10", "method": "ωB97M-V/def2-TZVPD", "largest_force_ev_per_a": 1.32, "relative_energy_ev": 0.099, "lumo_energy_ev": -0.26, "total_energy_ev": -35154.820, "species": ["Ar", "O", "H", "H", "O", "H", "H", "O", "H", "H", "O", "H", "H", "O", "H", "H", "O", "H", "H", "O", "H", "H", "O", "H", "H", "O", "H", "H", "O", "H", "H"], "positions_angstrom": [[-5.1741, 9.8253, -14.0960], [-7.4668, 8.7427, -11.6617], [-6.7603, 8.6004, -12.2916], [-8.1896, 9.0881, -12.1856], [-2.9563, 8.5797, -16.1545], [-3.3599, 7.9515, -16.7535], [-2.8523, 8.0967, -15.3346], [-3.8602, 11.2507, -11.2035], [-4.7239, 11.2214, -10.7920], [-3.6883, 10.3461, -11.4653], [-3.1040, 13.0115, -13.3001], [-3.4742, 12.4252, -12.6402], [-3.8472, 13.2477, -13.8553], [-8.7977, 10.3260, -13.9872], [-8.7684, 10.2442, -14.9405], [-8.6415, 11.2557, -13.8213], [-2.6607, 7.3334, -13.8347], [-3.5674, 7.2594, -13.5370], [-2.2279, 7.8550, -13.1587], [-4.0766, 11.1254, -17.1515], [-3.2179, 11.3679, -17.4980], [-3.9516, 10.2462, -16.7943], [-5.4746, 6.8957, -13.2572], [-5.6298, 6.5643, -14.1417], [-5.9399, 6.2839, -12.6867], [-6.4383, 10.9716, -10.1862], [-6.7807, 10.2550, -10.7205], [-6.0299, 10.5382, -9.4367], [-4.9439, 13.2368, -15.2919], [-5.8482, 13.2035, -15.6038], [-4.5969, 12.3622, -15.4681]], "forces_ev_per_a": [[-0.0243, 0.1745, -0.0188], [0.1439, -0.0346, 0.5751], [0.2534, -0.1638, -0.3857], [-0.3447, 0.2104, -0.3913], [-0.3712, 0.6190, -1.1087], [0.0323, -0.1590, -0.2884], [0.3219, -0.2806, 0.8587], [0.7931, -0.0222, -0.1654], [-0.8629, 0.1918, 0.1368], [0.1332, -0.1619, -0.0870], [0.5695, 0.0831, -0.1061], [-0.0568, -0.2467, 0.5338], [-0.2565, 0.3188, -0.1816], [-0.0121, -0.2346, 0.2257], [-0.0113, -0.1062, -0.2510], [0.0525, 0.2931, 0.1392], [0.3269, -0.1834, -0.0019], [-0.6366, -0.2156, 0.3502], [0.2979, 0.1666, 0.1138], [-0.5140, 0.3483, -0.0465], [0.2250, 0.1025, -0.0226], [0.3618, -0.5473, 0.2844], [0.1472, 0.2193, 0.0691], [-0.1289, -0.0527, -0.3568], [-0.0967, -0.2249, 0.3137], [0.4024, 0.6582, 0.2640], [-0.4754, -0.6896, -0.4061], [-0.1060, -0.1146, 0.4156], [-0.3260, 0.4030, 0.1862], [-0.1537, 0.0861, -0.0955], [0.3162, -0.4372, -0.5531]], "lowdin_charge": [0.2791, -0.0522, -0.0282, 0.0240, -0.0783, 0.0443, -0.0416, -0.0573, -0.0135, 0.0229, -0.0767, -0.0350, -0.0321, -0.0471, 0.0410, 0.0447, -0.0384, -0.0096, 0.0670, -0.0624, 0.0510, -0.0274, -0.0714, 0.0601, 0.0653, -0.0431, -0.0074, 0.0542, -0.0612, 0.0463, -0.0171]}